ORCA calculation (the ωB97M-V functional and the def2-TZVPD basis) on a structure of composition C18H23Sn at a distorted geometry.

Cartesian coordinates (Å):
Sn  1.4073  0.1752  2.8384
C  1.0879  1.2431  -3.3739
C  0.0875  1.2615  -2.2301
C  0.0842  0.2870  -1.1946
C  1.1583  -0.7287  -1.2060
C  -0.8851  0.2981  -0.2131
C  -1.0748  -0.8177  0.8420
C  -1.8301  1.4211  -0.1422
C  -2.8804  1.4928  0.9964
C  -1.9177  2.3110  -1.1982
C  -3.1727  3.0345  -1.5510
C  -0.7962  2.3375  -2.1431
C  -0.6841  3.3945  -3.2314
H  0.5475  1.4985  -4.2929
H  1.5005  0.2978  -3.4117
H  1.8969  1.9625  -3.2201
H  2.1795  -0.3436  -1.5921
H  0.9593  -1.6438  -1.7850
H  1.4651  -1.0075  -0.1644
H  -2.1017  -0.9867  1.0206
H  -0.5761  -0.5463  1.8266
H  -0.6128  -1.7504  0.5406
H  -3.8513  0.9632  0.8043
H  -3.1618  2.4791  1.2108
H  -2.3856  1.0805  1.8996
H  -3.7103  3.3679  -0.6649
H  -3.9422  2.4342  -2.1256
H  -3.0965  3.8697  -2.2281
H  -0.4180  2.8652  -4.1514
H  0.1485  4.0717  -3.0431
H  -1.6296  3.9684  -3.3226
C  2.6672  -4.6278  3.3237
C  1.6220  -4.0474  4.0366
C  1.2562  -2.7185  3.7713
C  1.9315  -1.8958  2.8686
C  2.9708  -2.5046  2.1414
C  3.3616  -3.8042  2.3911
H  3.0383  -5.6461  3.3906
H  1.2313  -4.6220  4.8646
H  0.3335  -2.3439  4.2810
H  3.5218  -1.9170  1.4782
H  4.2704  -4.1632  1.9592

Values from the calculation:
E_HOMO in eV: -10.947
Charge: +1
Largest force on an atom in eV Å⁻¹: 3.0
E_LUMO in eV: -5.8
2S+1: 1

ORCA calculation (the ωB97M-V functional and the def2-TZVPD basis) on a structure of composition C18H24BBrMoN7OS2 at a distorted geometry.

Cartesian coordinates (Å):
Mo  -0.5428  -0.8067  0.2811
C  -0.9890  0.9545  3.5660
N  0.3130  0.6561  3.0257
C  1.4260  1.4256  3.0781
C  2.4156  0.7535  2.4169
N  1.9265  -0.4298  1.9548
B  2.9706  -1.4491  1.3796
N  2.4667  -2.8214  0.8294
C  3.2302  -3.9097  1.1430
C  3.0272  -4.8828  0.2079
N  2.1169  -4.4058  -0.6771
C  1.6694  -5.1248  -1.8398
C  1.7834  -3.1592  -0.2838
S  0.5580  -2.2756  -1.1455
C  0.6234  -0.4793  2.3170
S  -0.4142  -1.8995  2.3237
H  -0.9748  1.9398  4.0293
H  -1.2614  0.2211  4.3304
H  -1.7495  0.9427  2.7676
H  1.4519  2.3833  3.5635
H  3.4444  1.0261  2.2895
H  3.6811  -1.6842  2.2928
H  3.5236  -0.8948  0.4880
H  3.8853  -3.9177  1.9901
H  3.4758  -5.8532  0.1106
H  1.4647  -6.1622  -1.5771
H  2.4529  -5.1218  -2.5994
H  0.7737  -4.6734  -2.2598
N  -0.5244  1.0338  -0.2914
C  -0.4821  2.1104  -0.7914
N  -0.3924  3.2122  -1.4096
C  0.8892  3.6445  -1.9742
C  1.3778  4.8585  -1.1531
O  0.4062  5.8574  -1.1765
C  -0.7983  5.4612  -0.5964
C  -1.4029  4.2673  -1.3718
H  0.7202  3.9641  -3.0068
H  1.6129  2.8284  -1.9482
H  2.2816  5.2837  -1.5978
H  1.5994  4.5383  -0.1224
H  -1.4635  6.3250  -0.6421
H  -0.6503  5.1673  0.4541
H  -1.6154  4.5804  -2.3975
H  -2.3169  3.9172  -0.8926
Br  -6.4189  -2.3384  -2.6610
C  -4.7904  -1.8703  -1.8584
C  -3.7270  -1.3479  -2.6104
C  -2.5490  -1.0274  -1.9776
N  -2.3572  -1.1768  -0.6509
C  -3.3909  -1.6515  0.0735
C  -4.5987  -2.0138  -0.4758
H  -3.8261  -1.2042  -3.6754
H  -1.7076  -0.6302  -2.5445
H  -3.2339  -1.7411  1.1476
H  -5.3895  -2.4015  0.1505

Values from the calculation:
E_HOMO (alpha / beta) in eV: -17.108 / -17.229
Charge: +3
Largest force on an atom in eV Å⁻¹: 3.0
ΔE to the lowest compared entry with this formula, charge and spin in kcal/mol: 21.2
E_LUMO (alpha / beta) in eV: -11.1 / -10.8
2S+1: 3

ORCA calculation (the ωB97M-V functional and the def2-TZVPD basis) on a structure of composition C18H24CaN6O6Se at a distorted geometry.

Cartesian coordinates (Å):
Ca  -0.8278  0.5984  -0.0604
C  3.6913  -0.9261  1.9892
N  2.7762  0.1845  1.8463
C  2.7299  1.1473  2.9289
C  1.9216  0.2925  0.8286
O  1.1135  1.2155  0.7338
C  2.0011  -0.7382  -0.2847
O  1.1507  -0.3440  -1.3343
C  1.6411  0.7260  -2.1032
C  0.4247  1.4646  -2.6417
O  -0.5881  1.4949  -1.9565
N  0.4635  2.0541  -3.8444
C  1.6130  2.1985  -4.7009
C  -0.7278  2.7481  -4.2989
H  4.5758  -0.7964  1.3579
H  3.2030  -1.8660  1.7365
H  4.0116  -0.9827  3.0250
H  3.6573  1.7226  2.9543
H  2.6072  0.6208  3.8743
H  1.8802  1.8104  2.7677
H  1.5986  -1.6948  0.0753
H  3.0345  -0.8801  -0.6329
H  2.3050  0.3324  -2.8827
H  2.1889  1.4534  -1.4883
H  2.3868  1.4770  -4.4595
H  2.0277  3.2057  -4.6138
H  1.3000  2.0362  -5.7329
H  -1.5344  2.5408  -3.5972
H  -1.0099  2.3982  -5.2926
H  -0.5526  3.8245  -4.3384
N  -1.8575  -1.0461  -1.6317
C  -1.8916  -2.2615  -0.8251
C  -0.7006  -2.1770  0.1484
O  0.1284  -3.0843  0.1904
O  -0.6505  -1.1234  0.8340
H  -2.7593  -0.8834  -2.0745
H  -1.1646  -1.1574  -2.3673
H  -1.8359  -3.1862  -1.4160
H  -2.8144  -2.2690  -0.2390
Se  -5.5698  0.5608  -1.7133
C  -4.1568  1.0239  -0.8708
N  -3.1639  1.3655  -0.2908
O  -1.5141  2.2472  0.9163
C  -2.6534  2.4125  0.5258
N  1.7382  -1.5730  4.4290
C  0.6501  -1.5415  4.0645
C  -0.6765  -1.4428  3.6092
C  -1.4082  -2.5715  3.2370
C  -2.6846  -2.3825  2.7444
C  -3.1681  -1.0843  2.6301
N  -2.4854  -0.0118  3.0016
C  -1.2719  -0.1790  3.4793
H  -0.9772  -3.5618  3.3047
H  -3.2807  -3.2306  2.4387
H  -4.1538  -0.8780  2.2336
H  -0.7421  0.7161  3.7857

Values from the calculation:
E_HOMO in eV: -6.570
Largest force on an atom in eV Å⁻¹: 3.7
ΔE to the lowest compared entry with this formula, charge and spin in kcal/mol: 91.7
E_LUMO in eV: 0.0
2S+1: 1

ORCA calculation (the ωB97M-V functional and the def2-TZVPD basis) on a structure of composition C18H24Cl4IrN4O5S2 at a distorted geometry.

Cartesian coordinates (Å):
Ir  -1.6780  1.8978  0.2674
Cl  -0.2597  2.1210  2.0611
C  -1.2955  2.4870  3.4519
C  -0.6863  2.5522  4.6886
C  -1.4863  2.8207  5.7839
C  -2.8520  3.0120  5.6107
C  -3.4197  2.9355  4.3529
Cl  -5.1200  3.1900  4.1816
C  -2.6509  2.6625  3.2111
S  -3.3815  2.6250  1.6140
H  0.3787  2.3930  4.7893
H  -1.0517  2.8807  6.7713
H  -3.4886  3.2256  6.4578
N  -4.5057  1.0556  -2.5925
C  -3.6810  1.0577  -1.5560
O  -2.8534  1.9944  -1.4095
C  -3.7090  -0.0115  -0.5363
C  -2.3528  -0.0304  0.1536
H  -4.4980  1.8311  -3.2374
H  -5.1862  0.3270  -2.7165
H  -3.9777  -0.9749  -0.9749
H  -4.4892  0.2595  0.1825
H  -1.6371  -0.6068  -0.4395
H  -2.4331  -0.4708  1.1450
C  5.2221  -4.2704  -1.3268
C  3.9954  -3.3724  -1.4455
S  4.0039  -2.5738  -3.0347
O  5.1567  -1.7125  -3.1015
O  3.7599  -3.5696  -4.0385
C  2.5726  -1.5029  -2.9978
C  2.8753  -0.2083  -2.2574
N  1.6611  0.6048  -2.0765
C  0.9003  0.5971  -0.9656
N  -0.1085  1.4603  -1.0902
C  0.0175  2.0682  -2.3091
C  1.0928  1.5294  -2.9306
N  1.5573  1.8309  -4.2596
O  1.0501  2.7926  -4.7891
O  2.5113  1.2044  -4.6780
C  1.1885  -0.2422  0.2324
H  5.2269  -4.7547  -0.3520
H  6.1367  -3.6892  -1.4297
H  5.2087  -5.0410  -2.0954
H  3.9972  -2.5857  -0.6882
H  3.0651  -3.9392  -1.3881
H  1.7433  -2.0607  -2.5584
H  2.3492  -1.3114  -4.0474
H  3.6089  0.3729  -2.8029
H  3.2771  -0.3966  -1.2643
H  -0.6653  2.8161  -2.6701
H  1.4240  -1.2678  -0.0522
H  0.3209  -0.2619  0.8941
H  2.0354  0.1554  0.7949
Cl  -1.1035  -3.0505  2.1007
C  -1.8497  -2.4728  3.5974
Cl  -1.6196  -0.7336  3.7903
H  -1.3848  -2.9769  4.4348
H  -2.9122  -2.6718  3.5451

Values from the calculation:
E_HOMO in eV: -10.672
Charge: +1
Largest force on an atom in eV Å⁻¹: 1.3
ΔE to the lowest compared entry with this formula, charge and spin in kcal/mol: 11.3
E_LUMO in eV: -3.2
2S+1: 1

> What is the formula in the second record?

C18H24BBrMoN7OS2

Copy entry 1 word for word.
ORCA calculation (the ωB97M-V functional and the def2-TZVPD basis) on a structure of composition C18H23Sn at a distorted geometry.

Cartesian coordinates (Å):
Sn  1.4073  0.1752  2.8384
C  1.0879  1.2431  -3.3739
C  0.0875  1.2615  -2.2301
C  0.0842  0.2870  -1.1946
C  1.1583  -0.7287  -1.2060
C  -0.8851  0.2981  -0.2131
C  -1.0748  -0.8177  0.8420
C  -1.8301  1.4211  -0.1422
C  -2.8804  1.4928  0.9964
C  -1.9177  2.3110  -1.1982
C  -3.1727  3.0345  -1.5510
C  -0.7962  2.3375  -2.1431
C  -0.6841  3.3945  -3.2314
H  0.5475  1.4985  -4.2929
H  1.5005  0.2978  -3.4117
H  1.8969  1.9625  -3.2201
H  2.1795  -0.3436  -1.5921
H  0.9593  -1.6438  -1.7850
H  1.4651  -1.0075  -0.1644
H  -2.1017  -0.9867  1.0206
H  -0.5761  -0.5463  1.8266
H  -0.6128  -1.7504  0.5406
H  -3.8513  0.9632  0.8043
H  -3.1618  2.4791  1.2108
H  -2.3856  1.0805  1.8996
H  -3.7103  3.3679  -0.6649
H  -3.9422  2.4342  -2.1256
H  -3.0965  3.8697  -2.2281
H  -0.4180  2.8652  -4.1514
H  0.1485  4.0717  -3.0431
H  -1.6296  3.9684  -3.3226
C  2.6672  -4.6278  3.3237
C  1.6220  -4.0474  4.0366
C  1.2562  -2.7185  3.7713
C  1.9315  -1.8958  2.8686
C  2.9708  -2.5046  2.1414
C  3.3616  -3.8042  2.3911
H  3.0383  -5.6461  3.3906
H  1.2313  -4.6220  4.8646
H  0.3335  -2.3439  4.2810
H  3.5218  -1.9170  1.4782
H  4.2704  -4.1632  1.9592

Values from the calculation:
E_HOMO in eV: -10.947
Charge: +1
Largest force on an atom in eV Å⁻¹: 3.0
E_LUMO in eV: -5.8
2S+1: 1

> The highest 2S+1 belongs to which entry?

C18H24BBrMoN7OS2